C8H11F12N3NiO9S4 | ωB97M-V with the def2-TZVPD basis set

```
48
Properties=species:S:1:pos:R:3:forces:R:3:mulliken_charge:R:1
Ni 23.892986 -1.550773 -19.770718 0.828 -0.116 -0.570 1.707
C 25.882978 -2.412398 -17.009798 0.229 0.526 0.078 0.673
F 26.024125 -2.194462 -15.714851 -0.275 -0.261 0.376 -0.221
F 25.623586 -1.221188 -17.579052 0.050 0.215 -0.308 -0.202
F 26.993810 -2.902879 -17.482419 0.332 -0.224 -0.386 -0.188
S 24.437195 -3.472398 -17.366719 -0.893 0.215 -0.156 0.701
O 24.751015 -4.777573 -16.875543 -0.232 0.578 -0.560 -0.577
O 23.325443 -2.718553 -16.845148 0.429 -0.341 -0.302 -0.589
N 24.321519 -3.326435 -19.073200 0.316 -0.949 3.392 -0.334
S 24.896986 -4.589711 -19.860262 1.304 -1.732 -3.146 0.717
O 24.802828 -4.211400 -21.260969 -0.535 -0.098 1.008 -0.677
O 26.151203 -5.168640 -19.444932 -1.483 0.681 0.480 -0.569
C 23.543941 -5.945848 -19.694065 1.291 0.603 0.318 0.613
F 22.353155 -5.373839 -19.779366 -0.508 0.167 -0.111 -0.189
F 23.709176 -6.801231 -20.679128 -0.024 -0.097 -0.510 -0.207
F 23.635501 -6.604086 -18.558618 -0.084 -0.076 0.357 -0.197
C 25.997689 -1.109298 -22.908249 1.357 1.112 0.683 0.652
F 27.067752 -1.468123 -23.600006 -0.027 -0.452 -0.086 -0.214
F 25.513611 -0.012061 -23.470920 -0.582 -0.072 0.016 -0.230
F 25.110747 -2.069247 -22.872716 -0.522 -0.233 -0.150 -0.138
S 26.657805 -0.718768 -21.171705 0.911 -2.388 0.292 0.545
O 27.110048 -1.984630 -20.632760 -1.432 0.776 -0.198 -0.555
O 27.698103 0.249924 -21.349178 -1.095 0.325 0.196 -0.552
N 25.216915 -0.216567 -20.316344 3.077 0.338 -1.734 -0.172
S 25.320827 1.384966 -20.263176 -2.179 3.195 -0.003 0.680
O 25.692498 2.045898 -21.491024 0.362 -0.998 0.980 -0.570
O 24.080209 1.889905 -19.707096 0.241 -0.810 0.218 -0.706
C 26.573214 1.819412 -18.877080 0.006 -0.035 -1.055 0.853
F 27.346816 0.796222 -18.580324 0.206 -0.487 0.207 -0.198
F 27.316787 2.823797 -19.287208 0.254 0.319 -0.311 -0.253
F 25.922462 2.205153 -17.803619 -0.491 -0.096 0.527 -0.223
C 20.796124 -2.587389 -19.839697 -0.189 0.442 0.143 -1.462
C 21.312528 -1.299230 -20.494202 -0.891 -0.680 -0.535 0.306
C 21.547139 -0.184112 -19.499843 -0.621 0.677 0.119 -0.958
O 22.659828 -0.497820 -18.664598 -0.786 0.114 -0.336 0.321
C 22.745871 0.312427 -17.482758 -0.776 -0.660 0.635 -1.014
N 22.530393 -1.597037 -21.305423 -0.504 0.964 0.062 -0.589
H 19.730657 -2.449826 -19.648311 0.075 0.007 0.296 0.484
H 21.314576 -2.786883 -18.901487 -0.019 -0.226 -0.045 0.213
H 20.850206 -3.446383 -20.506550 0.279 0.024 -0.013 0.405
H 20.500228 -0.960026 -21.146865 0.205 0.166 -0.114 0.452
H 20.621242 -0.062548 -18.924430 0.183 -0.406 0.368 0.542
H 21.662915 0.816355 -19.932763 0.539 -0.226 -0.364 0.474
H 21.834977 0.131361 -16.900261 -0.128 0.090 -0.231 0.344
H 22.809392 1.367497 -17.730870 0.510 -0.067 -0.022 0.349
H 23.513617 -0.129871 -16.857812 0.470 0.488 -0.258 0.219
H 22.600281 -0.840712 -21.989839 0.567 0.069 0.289 0.288
H 22.360792 -2.404011 -21.901374 0.256 -0.359 0.460 0.247
```
Forces are in eV/Å.

Values from the calculation:
Molar mass (g/mol): 708.12
2S+1: 3
E_LUMO (alpha / beta) (eV): -0.25 / -1.63
<S²>: 2.00
Kohn-Sham gap (alpha / beta) (Ha): 0.398 / 0.346
DFT total energy (a.u.): -5452.257594
HOMO (alpha / beta) (eV): -11.081 / -11.052

C8H11F4N5O16S4V2 | ωB97M-V with the def2-TZVPD basis set

```
50
Properties=species:S:1:pos:R:3:forces:R:3:mulliken_charge:R:1
O 2.493795 2.554345 1.392265 -1.869 -3.036 -0.001 -0.246
V 1.535595 1.300205 1.207665 0.644 5.148 -2.040 1.108
O -3.977585 2.037145 -1.347695 1.260 -0.388 3.515 -0.449
V -3.043745 1.793895 -0.081035 1.747 0.436 -3.365 1.424
N -2.244745 0.018625 -0.806225 2.247 -1.835 3.891 0.380
S -1.926895 -0.852285 -2.060755 -1.957 -1.093 -10.316 0.651
O -2.853335 -1.908705 -2.420725 1.399 1.256 1.904 -0.562
O -0.537985 -1.014645 -2.491925 -1.494 0.471 2.196 -0.420
F -2.422235 0.283465 -3.114115 0.354 -0.151 0.899 -0.333
S -1.176195 -1.024635 0.163175 -0.248 -3.523 4.806 0.569
O 0.074835 -0.400235 0.509285 -1.173 -0.097 -0.608 0.022
O -1.196555 -2.499545 -0.081945 -0.099 4.990 -0.167 -0.463
F -2.062995 -0.958075 1.543225 0.873 0.583 -1.746 -0.302
N 2.488245 -0.259345 2.077755 3.739 -1.091 -3.131 0.243
S 2.371785 -1.236825 3.223175 -5.035 -1.678 8.964 0.760
O 3.084675 -0.956685 4.442315 -0.328 0.292 -1.702 -0.590
O 2.130245 -2.611055 2.939995 0.567 0.088 -1.269 -0.525
F 0.845175 -0.695035 3.543465 0.432 -0.179 0.196 -0.263
S 3.852835 -1.178715 1.449935 5.450 1.317 -6.794 0.867
O 3.683655 -1.846425 0.149605 -1.241 1.138 3.009 -0.540
O 4.875015 -1.765965 2.292035 -2.500 1.090 0.120 -0.489
F 4.604975 0.216115 0.932115 -0.960 -1.313 0.949 -0.313
O -1.667875 2.623725 3.980485 -0.574 -0.091 -1.886 -0.477
C -1.166275 2.240265 2.787875 1.667 -0.937 -0.605 0.440
O 0.083775 2.111205 2.792165 0.617 -0.549 -0.679 -0.703
O -1.840425 1.950175 1.755275 -2.793 0.303 -0.864 -0.210
H -0.804025 2.800295 4.360215 0.243 0.314 1.340 0.367
O -1.478985 2.831465 -1.481925 -4.193 -0.953 -0.273 -0.020
C -0.210685 3.059185 -1.233705 3.491 -0.880 3.563 0.447
O 0.198965 2.449635 -0.233655 0.561 -2.616 2.967 -0.162
O 0.392475 3.828015 -1.881585 1.245 2.611 -3.276 -0.612
H -1.532035 3.252055 -2.343255 -1.292 0.257 -0.775 0.207
C 2.949835 -0.540625 -3.187095 0.171 -0.069 0.111 -1.084
C 2.762935 0.174185 -1.941735 -0.296 0.901 2.004 0.653
N 2.563015 0.730645 -0.946015 -0.380 -0.861 -0.628 -0.347
H 2.680045 0.156175 -3.980685 -0.052 -0.358 -0.213 0.342
H 2.335815 -1.440255 -3.145425 -0.296 0.193 -0.210 0.235
H 3.973625 -0.894845 -3.307495 0.073 0.322 0.099 0.379
C -2.173195 -0.592165 5.237735 0.347 0.764 0.344 -0.195
C -3.065515 -1.677725 4.981975 -1.380 -0.854 -0.873 0.283
N -3.810105 -2.524865 4.747165 0.410 0.340 0.190 -0.424
H -2.697425 0.229695 5.725395 -0.025 -0.262 0.515 0.306
H -1.805795 -0.099875 4.337315 0.341 -0.649 -0.135 -0.256
H -1.391815 -1.026295 5.861505 0.345 0.640 -0.069 0.283
C -0.347335 -1.633045 -5.900425 -1.739 -0.864 -1.071 -0.518
C -1.623235 -1.019125 -6.314305 4.128 -1.681 1.749 0.262
N -2.548165 -0.448355 -6.561245 -3.941 2.175 -1.214 -0.392
H -0.632385 -2.602335 -5.491385 0.247 0.153 0.763 0.263
H 0.196565 -0.978175 -5.219675 0.191 -0.332 -0.377 0.024
H 0.059655 -1.954665 -6.859085 1.081 0.556 0.196 0.379
```
Forces are in eV/Å.

Values from the calculation:
Molar mass (g/mol): 739.34
2S+1: 3
E_LUMO (alpha / beta) (eV): -4.41 / -3.85
<S²>: 2.10
Kohn-Sham gap (alpha / beta) (Ha): 0.228 / 0.249
DFT total energy (a.u.): -5669.155581
HOMO (alpha / beta) (eV): -10.603 / -10.624

C8H11N | ωB97M-V with the def2-TZVPD basis set

```
20
Properties=species:S:1:pos:R:3:forces:R:3:mulliken_charge:R:1
C 1.849812 0.885359 -0.347390 -0.711 1.482 -1.907 -0.759
C 0.677843 1.573141 -0.403020 -1.664 2.179 -0.804 -0.474
C -0.438169 0.972985 0.537770 0.930 2.979 0.650 0.176
C -1.683396 0.562864 -0.216550 -3.163 -0.522 2.687 -0.891
C -1.741085 -1.050159 -0.143854 0.763 0.332 -2.904 -0.667
C -0.153230 -1.082167 -0.502865 0.876 -2.763 8.169 -0.408
N 1.352218 -1.633144 -0.429917 0.883 -2.456 0.842 -0.539
C 1.812283 -0.416280 0.324729 -3.858 1.421 0.057 -0.179
C 0.255212 -0.236770 0.781714 2.203 -3.944 2.579 -0.305
H 2.837851 1.139401 -0.692364 -0.154 0.723 -0.976 0.446
H 0.183756 2.445053 -1.123271 2.377 -1.850 1.861 0.207
H -0.703327 1.571595 1.456875 0.649 -0.088 -1.083 0.379
H -2.646223 1.059418 0.201819 1.546 -0.987 -0.481 0.354
H -1.522794 1.037807 -1.122439 -0.460 -0.009 -2.567 0.406
H -2.382311 -1.544168 -0.921319 0.462 0.745 0.550 0.322
H -2.102305 -1.382292 0.821194 0.550 -0.107 0.272 0.317
H -0.112265 -0.418904 -1.215673 0.641 2.642 -4.300 0.515
H 1.580037 -2.402230 0.341080 -1.401 1.688 -2.268 0.310
H 2.764579 -0.412481 0.815441 0.106 -1.273 1.295 0.462
H 0.171515 -0.669035 1.838040 -0.576 -0.191 -1.669 0.327
```
Forces are in eV/Å.

Values from the calculation:
Molar mass (g/mol): 121.18
2S+1: 1
E_LUMO (eV): 1.08
Relative energy (zero: lowest compared OMol25 entry of this formula, charge and spin) (kJ/mol): 508.9
Kohn-Sham gap (Ha): 0.344
DFT total energy (a.u.): -365.944239
Structure (SMILES): C1=C[C@H]2CC[C@@H]3N[C@@H]1[C@H]32
HOMO (eV): -8.271

C8H11N2 | ωB97M-V with the def2-TZVPD basis set

```
21
Properties=species:S:1:pos:R:3:forces:R:3:mulliken_charge:R:1
C 1.775605 1.267853 -0.075203 0.384 2.920 -0.322 -0.014
C 2.460992 0.055641 -0.344813 1.381 0.223 -0.616 -0.190
C 0.605263 1.322566 0.496017 0.145 -2.121 -0.189 -0.065
C -1.466704 0.716988 -0.797578 0.300 0.686 -0.323 -0.763
C -0.991180 -0.699970 -0.998582 0.060 -0.574 0.820 -0.572
C -1.148303 -0.151501 1.381060 0.366 -0.268 1.000 -0.811
C -0.772968 1.119095 0.598645 -2.052 0.696 -1.062 0.008
C -0.536486 -1.170044 0.438744 -3.700 -0.151 -1.019 -0.284
N 1.952869 -1.120049 0.031774 -1.834 0.088 -1.872 0.274
N 0.800578 -1.331238 0.572735 3.397 0.383 1.864 -0.761
H 2.255228 2.302561 -0.423811 -0.880 -2.338 0.764 0.327
H 3.406831 0.223445 -0.902267 -0.596 -1.152 0.643 0.361
H -1.057832 1.313666 -1.631500 -0.732 0.216 0.485 0.355
H -2.579935 0.798593 -0.678939 1.147 0.134 -0.174 0.393
H -1.815027 -1.380392 -1.407070 1.821 0.814 0.074 0.312
H 0.018323 -0.601455 -1.437331 -1.035 -0.718 -1.272 0.257
H -0.607989 -0.246623 2.320148 -0.388 0.226 0.326 0.354
H -2.256343 -0.316443 1.490020 1.119 0.523 -0.080 0.387
H -1.312034 1.992136 0.959724 0.147 0.330 0.498 0.486
H -1.060244 -2.070950 0.721406 0.136 -0.860 -0.064 0.628
H 2.329353 -2.023871 -0.313178 0.814 0.947 0.519 0.319
```
Forces are in eV/Å.

Values from the calculation:
Molar mass (g/mol): 135.19
2S+1: 1
E_LUMO (alpha / beta) (eV): -5.89 / -5.89
Relative energy (zero: lowest compared OMol25 entry of this formula, charge and spin) (kJ/mol): 644.9
Kohn-Sham gap (alpha / beta) (Ha): 0.255 / 0.255
DFT total energy (a.u.): -420.454324
HOMO (alpha / beta) (eV): -12.834 / -12.835
Charge: +1